(w)
This record from the Open Molecules 2025 dataset describes the ion C4H9N with charge -1. The level of theory is ωB97M-V/def2-TZVPD.

Each line ends with the Mulliken spin population.
Positions of all 14 atoms, in Å:
N -0.2841 -0.7978 0.3505  -0.1535
H -0.4066 1.4802 1.8997  -0.4087
H 1.2318 0.7669 1.9421  -0.4151
H 0.2960 2.0547 -1.3272  -0.2146
H 1.0048 2.1819 0.9701  -0.0299
H -0.1945 0.4570 -1.9860  0.0543
C 0.0734 0.4972 0.1087  0.8665
H -0.6225 -1.1237 1.2449  -0.8647
C 0.2157 0.9901 -1.1381  -0.2706
C 0.4971 1.2833 1.3186  1.0496
C -0.4234 -1.7654 -0.7057  2.7925
H -1.2048 -1.4552 -1.4282  0.2003
H 0.4695 -1.8939 -1.3064  0.0885
H -0.7877 -2.6855 -0.2378  -1.6946

Its HOMO-LUMO gap (spin up / spin down) is 0.10700 / 0.30247 Ha. The charge is -1. Its LUMO energy (spin up / spin down) is 4.33 / 4.23 eV. As for the multiplicity: 2. The HOMO energy (spin up / spin down) is 1.4 / -4.0 eV. Its expectation value of S² is 0.750.

---

(x)
This record from the Open Molecules 2025 dataset describes a cluster of 2 separate species, C4H9N in total. The level of theory is ωB97M-V/def2-TZVPD.

Each line ends with the Mulliken spin population.
Positions of all 14 atoms, in Å:
H 1.4253 -2.4064 0.2774  -0.1237
H 0.5808 0.1645 2.8188  -0.2109
H -1.3708 3.9007 -3.2782  -0.4785
N -2.1880 2.0261 -2.7425  0.2354
C 0.8283 -0.4317 1.9428  0.9955
H 0.8044 -2.2051 3.2510  -0.0839
H 0.0937 -0.1540 1.1822  -0.1280
H 1.7767 -0.0849 1.5322  -0.1608
H 1.3181 -3.8382 1.4648  -0.0585
H -1.5801 2.5985 -4.6002  -0.2034
H -2.0491 2.2565 -1.7528  -0.0938
C -1.6601 2.8781 -3.5537  1.2228
C 0.8605 -1.9138 2.2048  -0.2160
C 1.1604 -2.7903 1.2533  0.3038

Its HOMO-LUMO gap (spin up / spin down) is 0.08180 / 0.32674 Ha. The charge is -1. Its LUMO energy (spin up / spin down) is 3.64 / 3.58 eV. As for the multiplicity: 2. The HOMO energy (spin up / spin down) is 1.4 / -5.3 eV. Its expectation value of S² is 0.751.

---

Energy above the most stable structure, in hartree: (w) 0.0000; (x) 0.0409

---

(w)
This record from the Open Molecules 2025 dataset describes a cluster of 2 separate species, C2H4FI in total. The level of theory is ωB97M-V/def2-TZVPD.

Each line ends with the Mulliken charge.
Positions of all 8 atoms, in Å:
C -0.8997 -0.3842 0.8841  -0.2456
H -0.9792 0.1078 1.8347  0.2846
C 1.2193 0.4867 -0.8826  -1.0070
H 0.8010 0.0467 -1.7526  0.3675
I -2.4620 0.0384 -0.3638  0.0971
F -0.6617 -1.6498 1.0913  -0.1635
H 1.6824 -0.1515 -0.1889  0.3258
H 1.2998 1.5060 -0.6222  0.3411

Its HOMO-LUMO gap (spin up / spin down) is 0.30975 / 0.31865 Ha. Its LUMO energy (spin up / spin down) is -0.25 / 0.19 eV. The HOMO energy (spin up / spin down) is -8.7 / -8.5 eV.

---

(x)
This record from the Open Molecules 2025 dataset describes a cluster of 2 separate species, C2H4FI in total. The level of theory is ωB97M-V/def2-TZVPD.

Each line ends with the Mulliken charge.
Positions of all 8 atoms, in Å:
H -1.9374 -0.4681 0.4388  0.2235
C -1.3030 -0.9740 -0.3623  -0.6502
H -0.2812 -0.4844 -0.2165  0.0077
C 1.6471 2.0029 0.3134  -0.0922
H -1.5675 -0.7234 -1.4116  0.2315
H -1.1475 -2.0188 -0.2405  0.2702
F 1.2709 0.8238 -0.0219  -0.0633
I 3.3186 1.8421 1.5007  0.0729

Its HOMO-LUMO gap is 0.32119 Ha. Its LUMO energy is -0.81 eV. The HOMO energy is -9.5 eV.

---

Energy above the most stable structure, in hartree: (w) 0.0314; (x) 0.0000